Entry 1:
Density functional theory data (ωB97M-V/def2-TZVPD) for an isolated molecule of C5H12O.

**Frontier orbital gap**: 11.14 eV
**Electronic energy**: -272.94263 Eh
**HOMO energy**: -10.21 eV
**2S+1**: 1
**SMILES**: CC(C)[C@@H](C)O
**Relative energy (zero: lowest compared OMol25 entry of this formula, charge and spin)**: 15.8 kJ/mol

Last column: natural (NBO) charge in e.
Positions of all 18 atoms, in Å:
C 0.219 -1.437 -1.331  -0.6070
C 0.518 -0.470 -0.178  -0.2323
C 1.362 0.709 -0.676  -0.6090
C -0.799 -0.026 0.473  0.1081
C -0.635 0.661 1.824  -0.6346
O -1.446 0.832 -0.459  -0.7297
H -0.153 -2.403 -0.969  0.2036
H -0.547 -1.004 -1.985  0.2194
H 1.113 -1.626 -1.935  0.2069
H 1.098 -0.996 0.593  0.1965
H 1.217 1.618 -0.085  0.2090
H 2.427 0.455 -0.654  0.2066
H 1.093 0.948 -1.707  0.2121
H -1.407 -0.935 0.627  0.1535
H -1.618 0.886 2.258  0.2032
H -0.086 1.604 1.723  0.2113
H -0.102 0.019 2.534  0.2146
H -2.254 1.166 -0.052  0.4677

Entry 2:
Density functional theory data (ωB97M-V/def2-TZVPD) for a cluster of 12 separate species, C39H77N6O25P in total at a distorted geometry.

**Frontier orbital gap**: 9.47 eV
**Electronic energy**: -4083.35695 Eh
**HOMO energy**: -9.15 eV
**2S+1**: 1
**SMILES**: CCOP(=O)(OCC)OCC.O=C1OCCO1.O=C1OCCO1.O=C1OCCO1.O=C1OCCO1.O=C1OCCO1.CNC(C)=O.CNC(C)=O.CNC(C)=O.CNC(C)=O.CNC(C)=O.CNC(C)=O

Last column: Mulliken charge in e.
Positions of all 148 atoms, in Å:
C 0.278 -3.573 0.060  0.2646
C 0.184 -4.353 1.405  -0.7798
O 0.708 -3.509 2.454  0.0837
P 0.189 -3.782 3.949  1.2187
O 0.887 -2.811 4.868  -0.9244
O 0.589 -5.308 4.374  -0.3967
C 1.890 -5.510 4.953  0.2091
C 1.929 -6.645 5.897  -1.5260
O -1.400 -3.832 3.916  -0.3683
C -2.066 -3.250 5.146  0.2854
C -2.104 -4.031 6.391  -1.5764
H -0.027 -4.266 -0.683  0.5413
H -0.259 -2.603 0.079  -0.5571
H 1.349 -3.304 -0.209  -0.0776
H -0.848 -4.612 1.684  0.4338
H 0.801 -5.319 1.369  0.2859
H 2.631 -5.861 4.170  0.1957
H 2.199 -4.603 5.525  0.1946
H 1.163 -6.592 6.642  0.3770
H 1.714 -7.545 5.353  0.3557
H 2.893 -6.864 6.444  0.3299
H -1.596 -2.285 5.233  0.0193
H -3.006 -3.057 4.677  0.3317
H -1.155 -3.921 6.943  0.2659
H -3.000 -3.743 6.846  0.5153
H -2.193 -5.108 6.214  0.3011
O -6.650 2.747 2.559  -0.7048
C -6.535 3.101 1.388  0.6005
O -5.646 2.572 0.489  -0.0627
C -6.077 2.841 -0.840  -0.0198
C -6.920 4.130 -0.594  -0.4476
O -7.313 3.961 0.778  -0.4014
H -5.173 3.106 -1.471  0.0059
H -6.695 2.008 -1.229  0.2817
H -7.789 4.113 -1.208  0.3407
H -6.346 5.007 -0.701  0.3070
O 5.673 0.295 2.323  -0.5644
C 4.745 -0.342 2.738  0.3972
O 4.064 -1.314 1.938  -0.1929
C 2.957 -1.885 2.738  1.1183
C 3.245 -1.283 4.194  -0.3273
O 4.331 -0.355 4.003  -0.3919
H 1.988 -1.598 2.391  -0.6216
H 3.056 -2.961 2.721  0.2312
H 3.559 -2.050 4.971  0.0871
H 2.429 -0.788 4.659  0.3855
O -3.258 -2.851 -1.335  -0.5428
C -2.801 -2.874 -2.470  0.7424
O -3.330 -2.247 -3.535  -0.3474
C -2.430 -2.300 -4.621  0.3080
C -1.411 -3.366 -4.223  -0.4538
O -1.689 -3.601 -2.779  -0.3352
H -3.005 -2.557 -5.534  0.3783
H -2.027 -1.300 -4.673  -0.1962
H -0.387 -3.173 -4.201  0.2844
H -1.430 -4.396 -4.677  0.2509
O 3.547 -3.357 -1.187  -0.6259
C 4.309 -2.451 -1.057  0.4640
O 4.094 -1.182 -1.478  -0.0705
C 5.307 -0.366 -1.272  0.5295
C 6.333 -1.413 -0.861  -0.6295
O 5.537 -2.597 -0.578  -0.3841
H 5.628 0.047 -2.205  0.2975
H 5.154 0.461 -0.586  -0.2543
H 6.898 -1.142 -0.031  0.3763
H 7.010 -1.689 -1.690  0.2695
O -3.653 4.889 -1.546  -0.6396
C -2.442 4.744 -1.448  0.5614
O -1.800 3.653 -1.904  -0.3103
C -0.376 3.744 -1.677  2.0146
C -0.192 5.058 -1.024  -0.1523
O -1.573 5.537 -0.904  -0.4121
H -0.119 2.832 -1.142  -0.6357
H 0.246 3.689 -2.627  -1.2510
H 0.399 5.762 -1.508  0.2620
H 0.211 5.018 -0.014  0.2535
C -0.916 3.041 -5.357  -0.7638
N -0.202 1.754 -5.496  0.4377
C 0.770 1.574 -6.443  0.7818
C 1.554 0.312 -6.263  -0.4400
O 0.979 2.337 -7.426  -0.7280
H -0.679 3.800 -6.093  0.4114
H -0.560 3.579 -4.517  0.0429
H -2.023 2.937 -5.237  0.2442
H -0.229 1.170 -4.679  0.2462
H 2.463 0.524 -5.703  -0.1147
H 1.979 -0.095 -7.213  0.3782
H 1.031 -0.453 -5.651  -0.0067
C -5.784 -0.903 3.641  -0.6432
N -5.244 0.416 3.829  0.0859
C -4.054 0.582 4.431  0.8547
C -3.483 1.934 4.437  -1.1775
O -3.426 -0.360 4.909  -0.6134
H -6.712 -0.889 3.022  0.3152
H -5.976 -1.505 4.512  0.2974
H -5.029 -1.493 3.049  0.0248
H -5.751 1.215 3.458  0.2183
H -4.289 2.657 4.428  0.4794
H -2.844 2.127 3.584  0.1131
H -2.909 2.125 5.337  0.3446
C 2.748 1.531 0.892  -0.4455
N 3.812 2.434 0.440  -0.0575
C 3.647 3.339 -0.586  0.6616
C 4.906 4.155 -0.889  -1.3497
O 2.534 3.416 -1.069  -0.3668
H 2.586 1.718 1.905  0.7006
H 2.983 0.476 0.755  -0.1197
H 1.850 1.840 0.402  -0.2714
H 4.641 2.496 1.013  0.3141
H 5.446 3.728 -1.785  0.2005
H 5.636 4.403 -0.113  0.4435
H 4.533 5.075 -1.380  0.3251
C 2.439 3.919 -4.735  -1.0234
N 3.053 2.896 -3.946  1.1326
C 4.264 2.478 -4.185  0.4641
C 4.828 2.837 -5.597  -1.3919
O 4.956 1.833 -3.373  -0.6203
H 2.958 4.849 -4.736  0.4184
H 1.454 4.055 -4.299  -0.1863
H 2.225 3.525 -5.731  0.5203
H 2.744 2.732 -2.970  -0.3724
H 4.543 3.844 -5.851  0.4508
H 4.335 2.127 -6.276  0.2478
H 5.866 2.648 -5.613  0.4046
C -2.727 -1.447 1.263  -1.0090
N -2.126 -0.841 2.423  2.0204
C -0.957 -0.186 2.334  -0.4732
C -0.304 0.344 3.590  -0.7685
O -0.424 -0.058 1.241  0.0583
H -3.256 -0.638 0.672  0.1989
H -3.386 -2.300 1.468  0.4247
H -2.003 -1.784 0.531  -0.0758
H -2.731 -0.915 3.315  -0.9416
H 0.769 0.085 3.389  -0.7635
H -0.769 -0.049 4.472  0.2871
H -0.302 1.397 3.587  0.6458
C -3.135 0.287 -1.817  -1.5434
N -1.784 -0.104 -1.434  1.2360
C -0.729 -0.071 -2.286  1.0440
C 0.642 -0.253 -1.756  0.0845
O -0.935 0.128 -3.510  -1.2185
H -3.142 0.076 -2.870  0.5258
H -3.389 1.322 -1.516  0.3858
H -3.930 -0.332 -1.505  0.3168
H -1.481 -0.239 -0.474  -0.6003
H 0.753 -1.122 -1.141  -0.7445
H 0.841 0.528 -1.048  -0.2478
H 1.448 -0.154 -2.518  0.5157

Entry 3:
Density functional theory data (ωB97M-V/def2-TZVPD) for the ion C5H10FO2Si with charge -1 at a distorted geometry.

**Frontier orbital gap**: 6.90 eV
**Electronic energy**: -736.46132 Eh
**HOMO energy**: -3.10 eV
**2S+1**: 1
**Charge**: -1
**SMILES**: C/C=C(\[O-])O[Si](C)(C)F
**Relative energy (zero: lowest compared OMol25 entry of this formula, charge and spin)**: 144.3 kJ/mol

Last column: natural (NBO) charge in e.
Positions of all 19 atoms, in Å:
C 3.131 0.425 0.364  -0.6190
C 1.697 0.467 -0.100  -0.5555
C 0.964 1.559 -0.205  0.6846
O 1.148 2.736 -0.092  -0.6923
O -0.643 1.432 -0.469  -1.0743
Si -1.548 0.262 -0.163  2.1489
C -2.020 -0.879 -1.633  -1.1660
C -1.265 -0.836 1.541  -1.1120
F -2.991 0.909 0.274  -0.6856
H 3.302 -0.099 1.315  0.1803
H 3.596 -0.253 -0.313  0.1807
H 3.583 1.358 0.121  0.2156
H 1.309 -0.625 -0.337  0.1634
H -1.523 -1.822 -1.557  0.2223
H -3.109 -1.017 -1.605  0.2291
H -1.667 -0.210 -2.560  0.2376
H -0.285 -1.227 1.799  0.2245
H -1.876 -0.442 2.377  0.2223
H -1.803 -1.738 1.241  0.1954

Entry 4:
Density functional theory data (ωB97M-V/def2-TZVPD) for a structure of composition C27H56AsIrN6OSi3.

**Frontier orbital gap (alpha / beta)**: 5.65 / 5.65 eV
**Electronic energy**: -4674.90376 Eh
**HOMO energy (alpha / beta)**: -6.55 / -6.55 eV
**2S+1**: 1

Last column: Mulliken charge in e.
Positions of all 95 atoms, in Å:
Ir 0.101 0.091 0.211  1.0560
N 0.033 0.261 3.595  0.7322
C -1.144 0.601 3.079  -0.3081
N -2.129 0.940 3.904  -0.8274
C -3.269 1.323 3.329  0.0786
N -4.284 1.678 4.135  -0.3899
N -3.498 1.378 2.004  -0.7877
C -2.478 0.973 1.274  -0.0039
N -1.281 0.573 1.724  1.0029
C -2.606 0.918 -0.190  0.7949
C -3.711 1.422 -0.850  -0.6197
C -3.732 1.421 -2.232  -1.0860
C -2.625 0.917 -2.902  -1.2875
C -1.562 0.405 -2.182  -0.0856
N -1.543 0.378 -0.841  1.3096
H 0.120 0.187 4.593  0.3930
H 0.801 0.044 2.972  -1.0048
H -4.116 1.757 5.121  0.2544
H -5.113 2.068 3.727  0.2383
H -4.517 1.824 -0.255  0.5751
H -4.579 1.816 -2.774  0.4535
H -2.576 0.902 -3.981  0.5397
H -0.690 0.001 -2.671  -0.3940
C 1.699 0.723 -2.249  -0.9613
O 1.373 -0.254 -1.310  -0.3749
H 0.832 1.326 -2.579  0.3170
H 2.105 0.228 -3.141  0.2487
H 2.448 1.435 -1.882  0.2498
C 3.611 0.174 3.726  -1.1794
Si 3.108 1.876 3.106  0.5613
C 4.705 2.805 2.767  -1.1875
C 2.265 2.760 4.543  -1.0781
As 2.004 1.766 1.042  -0.1334
Si 0.796 3.757 1.194  0.5494
C 2.013 5.174 1.415  -1.1891
C -0.538 3.993 2.507  -1.0202
C -0.048 3.999 -0.474  -0.9403
H 4.336 0.298 4.535  0.4930
H 4.085 -0.408 2.934  0.2734
H 2.783 -0.419 4.121  0.2895
H 5.308 2.883 3.675  0.3425
H 4.509 3.813 2.399  0.2781
H 5.289 2.284 2.007  0.3038
H 2.881 2.647 5.438  0.4080
H 1.269 2.368 4.763  0.2378
H 2.165 3.827 4.345  0.2676
H 2.450 5.188 2.413  0.2632
H 1.501 6.129 1.266  0.3890
H 2.826 5.106 0.690  0.2947
H -0.196 3.728 3.505  0.1957
H -1.437 3.419 2.289  0.2186
H -0.828 5.048 2.519  0.5400
H 0.696 4.210 -1.245  0.3167
H -0.757 4.830 -0.444  0.3689
H -0.590 3.104 -0.784  0.0123
C -0.073 -4.512 -1.958  -1.8390
C -0.474 -3.025 -1.856  3.4062
C 0.365 -2.329 -2.948  -1.5903
C -1.948 -2.951 -2.288  -1.9122
Si -0.200 -2.324 -0.036  -2.8673
C -1.656 -3.039 1.073  3.6255
C -1.327 -2.918 2.568  -2.1997
C -2.975 -2.284 0.859  -2.4718
C -1.980 -4.523 0.825  -1.8955
C 1.518 -3.020 0.640  3.0564
C 1.460 -4.476 1.132  -1.7600
C 2.649 -2.949 -0.400  -2.0658
C 2.000 -2.180 1.829  -2.1707
H -0.357 -4.873 -2.952  0.6222
H -0.557 -5.157 -1.229  0.2838
H 1.001 -4.648 -1.870  0.3156
H 0.210 -2.870 -3.889  0.6823
H 1.426 -2.327 -2.725  0.1177
H 0.092 -1.291 -3.114  0.1424
H -2.021 -3.199 -3.353  0.5986
H -2.396 -1.968 -2.149  0.2147
H -2.568 -3.672 -1.752  0.3163
H -1.102 -1.898 2.866  0.4136
H -0.486 -3.540 2.865  0.2934
H -2.194 -3.247 3.153  0.5809
H -2.895 -1.231 1.116  0.6813
H -3.740 -2.709 1.519  0.7173
H -3.348 -2.357 -0.164  0.2626
H -1.121 -5.180 0.938  0.3018
H -2.418 -4.694 -0.158  0.3704
H -2.728 -4.835 1.563  0.6281
H 1.137 -5.173 0.362  0.2871
H 0.817 -4.609 2.000  0.3690
H 2.470 -4.774 1.437  0.5804
H 2.503 -3.649 -1.218  0.4102
H 3.586 -3.231 0.095  0.6136
H 2.756 -1.948 -0.812  0.0819
H 1.285 -2.163 2.653  0.1200
H 2.218 -1.153 1.520  -0.0658
H 2.938 -2.597 2.214  0.7566

Entry 5:
Density functional theory data (ωB97M-V/def2-TZVPD) for a cluster of 2 separate species, C2H6ClO2PS in total at a distorted geometry.

**Frontier orbital gap (alpha / beta)**: 6.33 / 5.77 eV
**Electronic energy**: -1429.92554 Eh
**HOMO energy (alpha / beta)**: -7.70 / -7.48 eV
**2S+1**: 1
**Relative energy (zero: lowest compared OMol25 entry of this formula, charge and spin)**: 388.1 kJ/mol

Last column: natural (NBO) charge in e.
Positions of all 13 atoms, in Å:
C -1.714 -1.021 0.599  -0.2906
C 1.598 0.987 -1.033  -0.2168
O -1.294 -1.613 -0.640  -0.8131
O 0.678 -0.079 -0.799  -0.8418
P -0.446 -0.883 -1.720  1.5297
S -1.900 2.088 -1.155  -0.3950
Cl -3.671 1.941 -2.091  -0.2054
H -0.896 -1.005 1.439  0.1948
H -2.648 -1.511 1.070  0.2216
H -1.700 0.004 0.320  0.2328
H 2.475 0.657 -0.730  0.1896
H 1.119 1.877 -0.642  0.2170
H 1.663 1.004 -2.150  0.1771

Copy entry 3 word for word.
Density functional theory data (ωB97M-V/def2-TZVPD) for the ion C5H10FO2Si with charge -1 at a distorted geometry.

**Frontier orbital gap**: 6.90 eV
**Electronic energy**: -736.46132 Eh
**HOMO energy**: -3.10 eV
**2S+1**: 1
**Charge**: -1
**SMILES**: C/C=C(\[O-])O[Si](C)(C)F
**Relative energy (zero: lowest compared OMol25 entry of this formula, charge and spin)**: 144.3 kJ/mol

Last column: natural (NBO) charge in e.
Positions of all 19 atoms, in Å:
C 3.131 0.425 0.364  -0.6190
C 1.697 0.467 -0.100  -0.5555
C 0.964 1.559 -0.205  0.6846
O 1.148 2.736 -0.092  -0.6923
O -0.643 1.432 -0.469  -1.0743
Si -1.548 0.262 -0.163  2.1489
C -2.020 -0.879 -1.633  -1.1660
C -1.265 -0.836 1.541  -1.1120
F -2.991 0.909 0.274  -0.6856
H 3.302 -0.099 1.315  0.1803
H 3.596 -0.253 -0.313  0.1807
H 3.583 1.358 0.121  0.2156
H 1.309 -0.625 -0.337  0.1634
H -1.523 -1.822 -1.557  0.2223
H -3.109 -1.017 -1.605  0.2291
H -1.667 -0.210 -2.560  0.2376
H -0.285 -1.227 1.799  0.2245
H -1.876 -0.442 2.377  0.2223
H -1.803 -1.738 1.241  0.1954